DFT (ωB97M-V/def2-TZVPD) results for a molecular structure, C33H55B3F16N2O5.

Each line ends with the Löwdin charge.
Geometry (Å):
C1 2.2374 1.4262 1.7772  -0.0950
C2 3.4967 1.9479 1.0770  -0.2568
C3 4.7218 1.3234 1.7280  -0.2345
C4 5.9512 1.3842 0.8413  -0.1632
C5 5.9163 0.3455 -0.2672  -0.2977
C6 7.1401 0.3939 -1.1709  -0.1393
C7 6.8783 -0.1921 -2.5642  -0.1980
C8 7.6187 -1.4853 -2.8427  -0.1843
C9 7.0666 -2.6619 -2.0249  -0.2151
C10 6.2298 -3.5529 -2.9346  -0.1899
C11 5.2694 -4.5029 -2.2067  -0.1952
C12 5.7229 -4.9838 -0.8359  -0.2019
C13 4.5211 -5.5784 -0.1125  -0.2126
C14 3.7184 -4.4731 0.5418  -0.2201
C15 2.4781 -4.9483 1.2811  -0.1935
C16 1.1942 -4.6850 0.5195  -0.1951
C17 1.0095 -3.2275 0.0962  -0.1694
C18 0.1286 -3.1487 -1.1740  -0.0379
B1 0.4147 -1.8681 -2.0135  -0.5034
O1 1.5483 -1.7069 -2.8129  0.3182
B2 2.3281 -0.7674 -2.1801  -0.5692
C19 3.9009 -0.6528 -2.3386  -0.0110
C20 4.5143 -1.2064 -1.0943  -0.2877
N1 4.2669 -0.7323 0.0338  0.0851
O2 1.6777 0.1372 -1.3632  0.2855
B3 0.3421 0.3244 -1.7230  -0.5423
C21 -0.1766 1.8037 -1.8712  0.0061
C22 -0.2272 2.3008 -3.2730  -0.4342
C23 0.7275 1.8214 -4.3282  -0.0009
N2 -1.0934 3.1532 -3.5512  0.1348
O3 -0.4372 -0.7715 -1.9610  0.3414
H1 1.3646 1.9914 1.5041  0.0570
H2 2.1207 0.3941 1.4960  0.0556
H3 2.4130 1.4623 2.8433  0.0695
H4 3.5304 3.0273 1.1544  0.1064
H5 3.4303 1.6968 0.0250  0.0867
H6 4.9002 1.8817 2.6394  0.1095
H7 4.4791 0.3099 2.0232  0.0934
H8 5.9429 2.3579 0.3661  0.1157
H9 6.8554 1.2381 1.4181  0.1138
H10 5.7929 -0.6431 0.1645  0.0685
H11 5.0681 0.5837 -0.8938  0.0796
H12 8.0016 -0.1066 -0.7454  0.1157
H13 7.3958 1.4372 -1.2873  0.1071
H14 7.2206 0.5433 -3.2807  0.1100
H15 5.8175 -0.2936 -2.7573  0.0561
H16 7.4812 -1.7239 -3.8885  0.1043
H17 8.6684 -1.3215 -2.6488  0.1069
H18 7.9142 -3.2458 -1.7009  0.1147
H19 6.5235 -2.3025 -1.1622  0.0665
H20 6.8978 -4.0939 -3.5896  0.1146
H21 5.6252 -2.9027 -3.5541  0.0962
H22 4.2965 -4.0272 -2.1504  0.0986
H23 5.1383 -5.3692 -2.8380  0.1111
H24 6.4575 -5.7571 -0.9912  0.1140
H25 6.0934 -4.1992 -0.1931  0.0998
H26 4.8959 -6.2418 0.6563  0.1108
H27 3.9046 -6.1604 -0.7856  0.1169
H28 3.5070 -3.7230 -0.2077  0.0731
H29 4.3708 -4.0010 1.2666  0.1118
H30 2.5595 -6.0176 1.4215  0.1067
H31 2.4518 -4.5200 2.2699  0.1081
H32 0.3778 -4.9241 1.1896  0.1119
H33 1.0918 -5.3812 -0.2958  0.1064
H34 1.9438 -2.7018 -0.0410  0.0821
H35 0.4784 -2.7066 0.8746  0.1194
H36 0.2274 -4.0405 -1.7774  0.1090
H37 -0.8926 -3.1408 -0.8243  0.1126
H38 4.2407 -1.2103 -3.1956  0.1089
H39 4.1441 0.3913 -2.4489  0.1234
H40 5.1821 -2.0556 -1.1884  0.0845
H41 4.7981 -1.2782 0.7089  0.1057
H42 -1.1252 1.9042 -1.3725  0.1013
H43 0.5165 2.4394 -1.3332  0.1259
H44 1.3897 2.6056 -4.6535  0.0888
H45 1.3502 0.9867 -4.0281  0.0667
H46 0.1587 1.4866 -5.1793  0.0902
H47 -1.0205 3.4141 -4.5331  0.0550
C24 -4.0317 3.1265 -0.2204  -0.0437
C25 -5.4460 2.7909 0.2700  -0.4417
C26 -6.2523 3.9336 0.8830  -0.2772
F1 -5.6379 4.4672 1.9589  0.0947
F2 -7.4584 3.4499 1.2961  0.0719
F3 -5.3899 1.7457 1.1252  0.1310
F4 -6.1473 2.3720 -0.8196  0.1118
O4 -2.9592 2.8593 0.6644  0.0437
C27 -2.6675 3.7895 1.6336  -0.5405
C28 -2.9571 3.2594 3.0381  -0.2776
F5 -4.2341 2.8371 3.1420  0.0942
F6 -2.7678 4.2525 3.9372  0.1012
F7 -3.3028 4.9545 1.3961  0.1406
F8 -1.3444 4.0418 1.5519  0.1467
H48 -3.8496 2.4636 -1.0639  0.1477
H49 -3.9721 4.1350 -0.6269  0.1497
H50 -6.4305 4.7203 0.1448  0.1776
H51 -2.2886 2.4281 3.2722  0.1767
C29 -10.2960 1.6224 3.9734  -0.0470
C30 -10.2658 1.1655 2.5113  -0.4405
C31 -10.3271 2.2645 1.4559  -0.2897
F9 -11.4531 3.0117 1.5703  0.0834
F10 -10.3358 1.7018 0.2216  0.0988
F11 -11.2462 0.2562 2.3062  0.1281
F12 -9.0828 0.5157 2.3293  0.1109
O5 -11.5522 1.6212 4.6137  0.0561
C32 -12.3856 2.6888 4.4231  -0.5461
C33 -13.6289 2.3020 3.6232  -0.2780
F13 -13.2877 1.7351 2.4484  0.0951
F14 -14.3532 3.4150 3.3602  0.0998
F15 -11.7278 3.7199 3.8567  0.1391
F16 -12.7936 3.0968 5.6441  0.1477
H52 -9.7144 0.8860 4.5233  0.1505
H53 -9.7768 2.5711 4.1109  0.1491
H54 -9.4598 2.9203 1.5245  0.1465
H55 -14.2407 1.5995 4.1932  0.1761

## Properties
* electronic energy: -93841.5245 eV
* 2S+1: 1
* lowest unoccupied orbital energy: 0.42 eV

***

DFT (ωB97M-V/def2-TZVPD) results for 7 unconnected molecules or ions with the total composition C33H55BCl2N6O4.

Each line ends with the Löwdin charge.
Geometry (Å):
C1 6.6777 2.9776 -0.7791  0.1458
C2 5.8280 2.2281 -0.3875  -0.0499
C3 4.7895 1.2139 -0.0695  -0.1682
O1 5.1656 0.0197 -0.7691  0.0283
C4 4.6706 -1.0740 -0.2103  -0.5680
O2 3.8348 -1.1101 0.6473  0.1387
C5 5.2501 -2.3913 -0.7414  -0.5862
Cl1 6.8268 -2.7689 0.0293  0.6839
C6 5.3410 -2.4419 -2.2823  -0.7130
C7 6.6607 -1.9110 -2.8652  -0.1429
Cl2 3.9287 -1.6524 -3.0596  0.7122
B1 3.3941 1.8272 -0.5908  -0.6001
O3 2.8115 1.1996 -1.6881  0.1430
O4 2.7673 2.9160 -0.0631  0.1005
C8 2.9031 3.0800 1.3574  -0.2167
C9 2.3682 1.9059 2.1806  -0.0539
H1 7.4215 3.7363 -0.7897  0.0340
H2 4.8412 1.0984 1.0158  0.1454
H3 4.5836 -3.1949 -0.4388  0.0898
H4 5.2990 -3.4938 -2.5749  0.0976
H5 6.6004 -1.8886 -3.9554  0.0741
H6 6.8816 -0.9231 -2.4577  0.0775
H7 7.4695 -2.6059 -2.6336  0.0615
H8 2.0563 0.7231 -1.3135  0.0852
H9 3.9213 3.3684 1.6508  0.1234
H10 2.2827 3.9422 1.6220  0.1213
H11 2.2609 2.2641 3.2116  0.0871
H12 3.0472 1.0506 2.2263  0.0648
H13 1.3705 1.5951 1.8624  0.0633
C10 -0.5500 1.0398 -1.2462  -0.1143
C11 -2.0477 1.0529 -0.9740  -0.2504
C12 -2.4710 2.1931 -0.0436  -0.1852
C13 -1.8962 2.0574 1.2938  -0.2200
N1 -1.4393 1.9533 2.3420  0.1577
H14 0.0255 0.8730 -0.3307  0.0653
H15 -0.3032 0.2378 -1.9443  0.0536
H16 -0.2267 1.9836 -1.6889  0.0897
H17 -2.3481 0.0927 -0.5494  0.1143
H18 -2.5789 1.1598 -1.9212  0.1080
H19 -3.5595 2.2044 0.0413  0.1188
H20 -2.1784 3.1538 -0.4716  0.1223
C14 -4.1939 1.2899 4.7483  -0.1116
C15 -4.4334 2.7315 5.1758  -0.2664
C16 -5.8998 3.0259 5.4997  -0.2030
C17 -6.7685 2.8938 4.3304  -0.2369
N2 -7.4503 2.7859 3.4133  0.1387
H21 -4.7262 1.0514 3.8251  0.0687
H22 -3.1321 1.1243 4.5685  0.0569
H23 -4.5190 0.5927 5.5240  0.0721
H24 -4.0815 3.4036 4.3897  0.1090
H25 -3.8338 2.9392 6.0624  0.0811
H26 -5.9818 4.0449 5.8852  0.1183
H27 -6.2460 2.3589 6.2919  0.0960
C18 4.7392 -6.8698 2.0915  -0.1053
C19 3.9768 -6.3994 0.8586  -0.2599
C20 4.0409 -7.3933 -0.3046  -0.1935
C21 5.4005 -7.5622 -0.8164  -0.2392
N3 6.4678 -7.6961 -1.2164  0.1450
H28 5.8055 -6.9766 1.8861  0.0737
H29 4.6302 -6.1471 2.9005  0.0736
H30 4.3583 -7.8304 2.4439  0.0764
H31 4.3673 -5.4293 0.5424  0.0924
H32 2.9298 -6.2470 1.1281  0.1102
H33 3.4030 -7.0380 -1.1164  0.1161
H34 3.6427 -8.3605 0.0074  0.1199
C22 -5.6841 3.0907 11.7851  -0.1089
C23 -6.3891 3.5489 10.5136  -0.2616
C24 -6.3047 2.5238 9.3789  -0.1923
C25 -4.9301 2.3098 8.9253  -0.2308
N4 -3.8476 2.1386 8.5834  0.1676
H35 -4.6138 2.9545 11.6226  0.0732
H36 -5.8057 3.8347 12.5726  0.0725
H37 -6.1001 2.1477 12.1452  0.0766
H38 -5.9653 4.5011 10.1879  0.1125
H39 -7.4417 3.7312 10.7386  0.1085
H40 -6.9032 2.8728 8.5349  0.1050
H41 -6.7364 1.5737 9.6995  0.1238
C26 0.8967 -0.7651 -8.1626  -0.1139
C27 1.9278 -0.2160 -7.1825  -0.2578
C28 1.8111 -0.8273 -5.7832  -0.2077
C29 0.5445 -0.4939 -5.1320  -0.2122
N5 -0.4511 -0.2343 -4.6224  0.1582
H42 -0.1211 -0.5282 -7.8506  0.0492
H43 1.0457 -0.3299 -9.1504  0.0726
H44 0.9839 -1.8496 -8.2556  0.0780
H45 1.8287 0.8700 -7.1245  0.1128
H46 2.9280 -0.4227 -7.5687  0.1080
H47 2.6302 -0.4601 -5.1631  0.0705
H48 1.9198 -1.9122 -5.8392  0.1193
C30 -3.7421 0.0729 -6.4325  -0.1122
C31 -4.6035 0.5880 -7.5804  -0.2637
C32 -4.6387 -0.3639 -8.7799  -0.1944
C33 -3.3276 -0.5161 -9.4093  -0.2292
N6 -2.2977 -0.6379 -9.9008  0.1517
H49 -2.6964 -0.0259 -6.7265  0.0522
H50 -3.7816 0.7650 -5.5916  0.0702
H51 -4.0946 -0.9003 -6.0850  0.0778
H52 -4.2394 1.5688 -7.8937  0.1113
H53 -5.6246 0.7297 -7.2203  0.1062
H54 -5.3406 0.0196 -9.5230  0.1164
H55 -5.0114 -1.3421 -8.4698  0.1198

## Properties
* electronic energy: -77964.4727 eV
* 2S+1: 1
* lowest unoccupied orbital energy: 0.46 eV